# 1
# C4H5LaLiO7

C4H5LaLiO7 as an isolated structure (ωB97M-V with the def2-TZVPD basis set, OMol25).

Cartesian coordinates (Å):
O 3.838406 -0.756827 2.367861
C 3.030132 -0.359929 1.470952
O 3.448301 0.444006 0.579818
O 1.818437 -0.838764 1.466344
C 0.937104 -0.474343 0.384854
O -1.314190 -0.602113 -0.288950
C -3.212502 0.936026 -1.747864
C -0.428510 -1.106517 0.621587
O -3.213628 -0.064387 -2.527386
O -2.207674 1.715884 -1.798802
La 6.058850 0.654142 2.016381
Li -1.227295 -0.036083 -2.143079
H 1.372075 -0.839584 -0.556617
H 0.855995 0.620461 0.330769
H -0.296484 -2.210752 0.595842
H -0.751407 -0.873161 1.660696
O -4.429771 1.457820 -1.402264
H -4.277839 2.334121 -1.030143

Atoms 1-3, force components in eV/Å:
1.283 0.278 0.987
1.932 1.072 -1.287
0.309 0.130 0.511

- E_LUMO (spin up / spin down) (eV) = -5.90 / -5.89
- HOMO-LUMO gap (spin up / spin down) (eV) = 4.68 / 4.77
- charge = +1



# 2
# C4H5Li2NaO2

C4H5Li2NaO2 as an isolated structure (ωB97M-V with the def2-TZVPD basis set, OMol25).

Cartesian coordinates (Å):
O -1.797834 0.224321 -0.070145
C -1.244540 1.286796 -0.683982
C 1.466253 -1.822066 -1.043024
Li -1.270525 -1.402924 -0.692200
Li 2.417314 0.132966 -0.009412
H 0.719206 -2.580307 -1.330096
H -1.544986 1.539796 -1.717072
C 1.557752 -1.910344 0.369314
C -0.848885 2.385884 0.100996
O 0.995598 -1.091671 1.268745
H 2.424649 -2.182742 1.023998
H -0.319544 3.210941 -0.389383
H -1.617404 2.892039 0.701402
Na -0.937049 -0.682696 2.470859

Atoms 1-3, force components in eV/Å:
0.679 1.050 -1.478
-2.191 0.565 3.293
-0.992 -0.982 3.143

- E_LUMO (eV) = -0.85
- HOMO-LUMO gap (eV) = 4.06



# 3
# C4H5LiO2Ru

C4H5LiO2Ru as an isolated structure (ωB97M-V with the def2-TZVPD basis set, OMol25).

Cartesian coordinates (Å):
H -1.497769 0.955065 -0.216118
C -0.407804 0.879597 0.346901
C 0.873840 0.474111 -0.378476
C 0.477554 -0.879126 -0.979911
C -0.535679 -1.419635 0.011645
O -0.713334 -0.431458 0.963995
O -0.407424 1.888497 1.174898
Li -0.015458 1.979404 2.957645
Ru -1.989083 -2.741306 -0.073812
H 1.661029 0.380197 0.385776
H 1.163607 1.252971 -1.095860
H 1.277753 -1.626543 -1.086281
H 0.112766 -0.711774 -2.010402

Atoms 1-3, force components in eV/Å:
2.253 0.623 0.013
-2.654 -0.714 0.532
0.577 0.683 -0.914

- multiplicity = 7
- ⟨S²⟩ = 12.012
- E_LUMO (spin up / spin down) (eV) = -8.59 / -11.31
- HOMO-LUMO gap (spin up / spin down) (eV) = 6.69 / 7.61
- charge = +2



# 4
# C4H5LiO2Sn

C4H5LiO2Sn as an isolated structure (ωB97M-V with the def2-TZVPD basis set, OMol25).

Cartesian coordinates (Å):
H -0.300656 -3.068173 1.555271
C 0.899655 0.781420 0.649108
C 0.053828 1.517534 -0.353966
C -0.674383 0.417449 -1.133525
C -0.497034 -0.835176 -0.314994
O 0.614751 -0.547472 0.555858
O 1.750765 1.169687 1.405152
Li 1.168439 -2.035516 1.727057
Sn -1.103934 -2.662539 0.089580
H 0.684586 2.178719 -0.959366
H -0.639726 2.153716 0.216575
H -0.221143 0.281972 -2.132504
H -1.735147 0.648378 -1.304247

Atoms 1-3, force components in eV/Å:
1.088 0.407 0.840
1.727 2.031 0.331
-0.183 0.187 0.339

- multiplicity = 2
- ⟨S²⟩ = 0.755
- E_LUMO (spin up / spin down) (eV) = -4.72 / -6.18
- HOMO-LUMO gap (spin up / spin down) (eV) = 8.06 / 6.47
- charge = +1



Summary of E_tot in Ha
-720.918802, -483.070232, -407.409143, -527.407447
(order as listed above)
Summary of ΔE to the lowest compared entry with this formula, charge and spin in kcal per mole
0.0, 69.4, 26.9, 0.0
(order as listed above)
Summary of largest force on an atom in Eh/bohr
0.1047, 0.0777, 0.0642, 0.1104
(order as listed above)